(1)
This record from the OMol25 dataset describes 4 unconnected molecules or ions with the total composition C3H13NO3 at a distorted geometry. The level of theory is wB97M-V/def2-TZVPD.

**Frontier orbital gap**: 8.18 eV
**F_max**: 2.80 eV/A
**E_HOMO**: -0.2750 Eh
**Energy relative to the best compared isomer or geometry (same formula, charge and spin)**: 253.5 kJ/mol
**Energy**: -402.48388 hartree
**SMILES**: C=C(C)N.O.O.O
**Charge**: 0
**LUMO level**: 0.70 eV

```
20
Properties=species:S:1:pos:R:3:mulliken_charge:R:1
C 1.2577 -0.8819 1.3999 -0.8670
C 0.3384 -0.0657 0.4962 0.7170
C -0.3666 -0.4373 -0.6145 -0.7827
N 0.3850 1.3369 0.8698 -0.4873
H 0.7451 -1.6749 1.9367 0.2496
H 1.6596 -0.1731 2.1614 0.3069
H 2.1206 -1.2858 0.8473 0.1017
H -1.4249 -0.2794 -0.5582 -0.0351
H 0.0352 -1.0574 -1.3901 0.2850
H 0.7748 1.3734 1.8074 0.2256
H -0.5652 1.7119 0.8095 0.2785
H -2.3244 2.8165 -1.2674 0.3089
H -0.8691 2.6773 -1.0780 0.3476
O -1.6733 2.8637 -0.5552 -0.6720
H -3.0457 -0.1680 0.1732 0.3188
H -3.4187 -1.6060 0.1947 0.3396
O -3.3894 -0.8363 0.7749 -0.6390
H 3.5413 -1.8223 -2.6324 0.3042
H 3.2759 -1.2380 -1.2368 0.3148
O 2.9437 -1.2537 -2.1386 -0.6148
```

---

(2)
This record from the OMol25 dataset describes a molecular structure, C56H39BrCl5KN3O3P2S3. The level of theory is wB97M-V/def2-TZVPD.

**Frontier orbital gap**: 6.34 eV
**F_max**: 0.20 eV/A
**E_HOMO**: -0.1633 Eh
**Energy relative to the best compared isomer or geometry (same formula, charge and spin)**: 162.4 kJ/mol
**Energy**: -9899.67146 hartree
**Charge**: -1
**LUMO level**: 1.90 eV

```
113
Properties=species:S:1:pos:R:3:mulliken_charge:R:1
K 1.8720 -0.6250 0.4351 1.8101
O 1.6975 2.8363 -1.6653 -0.8793
S 0.6931 1.8069 -1.2807 1.7176
C -0.8074 2.7783 -0.9520 -1.0386
C -1.1716 3.7255 -1.9000 -0.3629
C -2.2681 4.5387 -1.6747 -0.7555
C -2.9927 4.4055 -0.4956 -0.9045
C -2.6072 3.4757 0.4558 0.1866
C -1.4985 2.6497 0.2524 -0.1000
P -0.9231 1.4200 1.5002 2.2131
C -2.5021 0.9260 2.2946 0.4153
C -2.5440 0.5885 3.6460 -0.7493
C -3.6853 0.0276 4.2012 -0.6548
C -4.8039 -0.2101 3.4161 -0.7919
C -4.7777 0.1305 2.0714 -0.6273
C -3.6378 0.6939 1.5174 -0.5856
C -0.1783 2.4990 2.7892 0.7328
C 0.6749 1.8515 3.6849 -0.4815
C 1.3550 2.5612 4.6632 -0.6560
C 1.2087 3.9383 4.7452 -0.7899
C 0.3733 4.5963 3.8526 -0.7943
C -0.3184 3.8827 2.8836 -0.4910
C 0.1374 1.0465 -2.8315 -0.5766
C 0.8042 1.4757 -3.9667 -0.2673
C 0.4423 0.9656 -5.2018 -0.7218
C -0.5956 0.0474 -5.2920 -0.9830
C -1.2475 -0.3762 -4.1456 -0.1535
C -0.8707 0.0856 -2.8832 -0.1975
P -1.7142 -0.4151 -1.3267 1.7530
C -3.4603 -0.1639 -1.8387 0.1256
C -3.8084 1.0738 -2.3890 -0.4975
C -5.1309 1.3956 -2.6446 -0.7471
C -6.1404 0.4868 -2.3505 -0.7147
C -5.8105 -0.7424 -1.8014 -0.7333
C -4.4835 -1.0652 -1.5433 -0.5453
C -1.5706 -2.2473 -1.0883 1.6252
C -2.1969 -2.5608 0.3072 -1.2454
C -1.2948 -4.3743 1.2044 -0.6942
C -0.9644 -5.3522 0.0541 -0.6716
C -2.3604 -4.4132 -1.9914 -1.5711
C -2.0352 -3.1406 -2.1911 -0.5969
H -0.5842 3.8174 -2.8058 0.4604
H -2.5602 5.2722 -2.4158 0.4124
H -3.8576 5.0316 -0.3148 0.4216
H -3.1752 3.3815 1.3734 0.4744
H -1.6769 0.7528 4.2730 0.3040
H -3.6936 -0.2340 5.2521 0.4253
H -5.6884 -0.6609 3.8481 0.3735
H -5.6398 -0.0505 1.4407 0.4636
H -3.6386 0.9543 0.4678 0.5016
H 0.8341 0.7826 3.5891 0.4694
H 2.0250 2.0405 5.3368 0.4158
H 1.7559 4.4998 5.4922 0.3794
H 0.2657 5.6728 3.9041 0.4091
H -0.9518 4.4130 2.1846 0.3003
H 1.6078 2.1922 -3.8540 0.5924
H 0.9695 1.2854 -6.0920 0.4469
H -0.8985 -0.3407 -6.2563 0.4320
H -2.0835 -1.0573 -4.2358 0.4059
H -3.0315 1.7966 -2.6144 0.2536
H -5.3739 2.3618 -3.0701 0.4519
H -7.1754 0.7370 -2.5475 0.3754
H -6.5865 -1.4613 -1.5682 0.4656
H -4.2593 -2.0313 -1.1120 0.0891
H -2.8365 -1.8199 0.7859 1.0057
H -1.2186 -4.7188 2.2322 0.5065
H -0.9597 -6.3913 0.3718 1.0831
H -2.6189 -5.0603 -2.8195 0.4718
H -2.0197 -2.7709 -3.2075 -0.0680
C 3.3471 2.9742 1.3634 -0.2090
C 3.8680 1.9660 2.3273 0.4338
N 3.4137 0.7581 2.4297 0.6682
C 4.1157 0.0256 3.3548 -0.5625
C 5.1058 0.7017 3.9975 -0.4515
S 5.1629 2.3123 3.4191 -0.3353
C 3.7946 -1.3983 3.5243 -0.1401
C 3.8532 -2.1025 4.6844 -0.6078
S 3.4552 -3.7419 4.3865 -0.3028
C 3.1856 -3.3660 2.7185 0.5144
N 3.4069 -2.1262 2.4194 -0.1551
C 2.7152 -4.3904 1.7418 -0.7863
H 2.3039 3.2009 1.5904 -0.3009
H 3.4028 2.5600 0.3543 -0.1913
H 3.9194 3.9000 1.4028 0.5201
H 5.8140 0.3192 4.7131 0.5302
H 4.0992 -1.7400 5.6684 0.4898
H 3.2729 -5.3221 1.8358 0.5524
H 2.8378 -4.0057 0.7306 0.1283
H 1.6564 -4.6046 1.8980 0.0512
Cl -0.1306 -2.1163 2.3755 -0.1083
C -0.8205 -2.9463 0.8573 0.4254
C -0.1929 -2.6781 -0.4581 -1.0533
C 0.5464 -3.7648 -1.0551 -0.4125
Cl 1.8221 -3.4004 -2.2108 -0.1403
C 0.2639 -5.0335 -0.7418 -0.4458
Cl 1.2484 -6.3979 -1.2078 -0.2563
C -2.3538 -5.0147 -0.6276 1.1346
Cl -3.4067 -6.4662 -0.6241 -0.2319
C -2.6520 -4.0242 0.5444 0.1223
Cl -4.1972 -4.1520 1.3891 -0.2998
Br 8.5409 2.2078 -3.4208 -0.2334
C 6.8050 1.4760 -3.6772 -0.0611
C 6.3450 1.2676 -4.9667 -0.2319
N 5.1427 0.7584 -5.2179 -0.6710
C 4.3718 0.4514 -4.1743 -0.3282
C 4.7517 0.6346 -2.8499 0.4069
C 6.0083 1.1591 -2.5943 -0.3288
C 3.8044 0.2945 -1.7050 0.2200
O 4.2423 0.4471 -0.5456 -0.8382
O 2.6621 -0.0990 -2.0395 -0.5147
H 6.9668 1.5184 -5.8187 0.3628
H 3.3925 0.0365 -4.3802 0.7278
H 6.3210 1.3049 -1.5692 0.5869
```

---

(3)
This record from the OMol25 dataset describes a molecular structure, CF2NPS at a distorted geometry. The level of theory is wB97M-V/def2-TZVPD.

**Frontier orbital gap (alpha / beta)**: 7.56 / 7.57 eV
**F_max**: 4.33 eV/A
**E_HOMO (alpha / beta)**: -0.3449 / -0.3450 Eh
**Energy relative to the best compared isomer or geometry (same formula, charge and spin)**: 280.3 kJ/mol
**Energy**: -1032.08916 hartree
**Charge**: 0
**LUMO level (alpha / beta)**: -1.82 / -1.82 eV

```
6
Properties=species:S:1:pos:R:3:mulliken_charge:R:1
C -1.7956 0.4790 -0.3079 0.2586
N -2.6321 0.6769 -1.0706 -0.2849
F 2.2095 0.2047 2.0889 -0.1932
F 2.2377 1.7662 0.2844 -0.1408
P 1.4527 1.5338 1.6238 0.5737
S -0.9831 1.7659 0.3633 -0.2134
```

---

(4)
This record from the OMol25 dataset describes a molecular structure, C9H10O3S2 at a distorted geometry. The level of theory is wB97M-V/def2-TZVPD.

**Frontier orbital gap**: 8.58 eV
**F_max**: 4.36 eV/A
**E_HOMO**: -0.3313 Eh
**Energy relative to the best compared isomer or geometry (same formula, charge and spin)**: 459.7 kJ/mol
**Energy**: -1370.79424 hartree
**Charge**: 0
**LUMO level**: -0.44 eV

```
24
Properties=species:S:1:pos:R:3:mulliken_charge:R:1
C 3.6266 -1.4731 -0.0254 -0.2521
C 3.4242 -0.4848 0.9495 -0.5225
C 2.7081 -1.7287 -0.9881 -0.5952
C 2.1664 0.1854 0.9986 -0.0955
C 1.5095 -1.0902 -0.9674 -0.3322
C 1.1960 -0.1963 0.0266 0.2975
C -1.0918 1.3295 -1.4440 -0.4331
C -4.2447 -0.0884 0.7466 -0.6232
C -3.8930 1.0879 0.2509 -0.4312
O 1.1465 2.3366 -1.0172 -0.5214
O -0.6029 1.5842 1.0871 -0.5839
O -1.2364 -0.6877 0.2064 -0.4698
S -0.0144 2.4413 -1.9591 0.3000
S -0.3704 0.6896 0.0329 1.3745
H 4.6717 -1.9098 -0.1183 0.2882
H 4.1822 -0.3674 1.8265 0.2661
H 2.7619 -2.6039 -1.6356 0.3318
H 1.7609 0.8375 1.9105 0.2439
H 0.7253 -1.3071 -1.6850 0.3473
H -4.3522 -0.9319 0.0676 0.3956
H -2.1075 -0.8040 -0.0776 0.3373
H -4.3249 -0.1217 1.8371 0.2169
H -3.3648 1.9209 0.7224 0.2649
H -4.2765 1.3822 -0.7449 0.1964
```

---

(5)
This record from the OMol25 dataset describes a gas-phase ion, C2H3N2O3 (charge -1) at a distorted geometry. The level of theory is wB97M-V/def2-TZVPD.

**Frontier orbital gap**: 6.75 eV
**F_max**: 2.40 eV/A
**E_HOMO**: -0.1044 Eh
**Energy relative to the best compared isomer or geometry (same formula, charge and spin)**: 417.2 kJ/mol
**Energy**: -413.16225 hartree
**SMILES**: O=C=NCN([O-])O
**Charge**: -1
**LUMO level**: 3.91 eV

```
10
Properties=species:S:1:pos:R:3:mulliken_charge:R:1
C -2.0578 -0.2133 -1.4769 0.6757
C -0.0854 -0.5555 -0.2442 -0.4714
N -1.5566 -0.6073 -0.4693 -0.3632
N 0.6959 0.6247 -0.3744 -0.0301
O 0.3567 1.4510 0.9745 -0.5048
O -2.8000 -0.0108 -2.3709 -0.5103
O 0.3164 1.2784 -1.4572 -0.6980
H 0.2434 -0.9695 0.6983 0.3210
H 0.2086 -1.2589 -1.0367 0.3062
H -0.6241 1.4834 1.0381 0.2748
```

---

(6)
This record from the OMol25 dataset describes 5 unconnected molecules or ions with the total composition C3H14O4 at a distorted geometry. The level of theory is wB97M-V/def2-TZVPD.

**Frontier orbital gap**: 10.29 eV
**F_max**: 2.94 eV/A
**E_HOMO**: -0.3596 Eh
**Energy relative to the best compared isomer or geometry (same formula, charge and spin)**: 168.7 kJ/mol
**Energy**: -423.60428 hartree
**SMILES**: C=CC.O.O.O.O
**Charge**: 0
**LUMO level**: 0.51 eV

```
21
Properties=species:S:1:pos:R:3:mulliken_charge:R:1
C -1.2570 -2.4341 1.1181 -1.0527
C -1.4940 -0.9088 1.1964 0.0186
C -2.7342 -0.3966 1.3114 -0.6772
H -0.3013 -2.6150 0.5049 0.2336
H -1.9442 -3.0434 0.5781 0.3282
H -1.2018 -2.8461 2.1677 0.2922
H -0.6164 -0.3808 0.8795 0.3504
H -2.9343 0.6826 1.2976 0.2987
H -3.6138 -0.9768 1.6202 0.2520
H -0.8205 -1.1560 -3.4290 0.2944
H 0.0789 -1.7597 -2.2672 0.3184
O -0.6383 -1.1544 -2.4858 -0.6081
H -0.1020 2.4893 0.8177 0.3344
H 1.1249 3.3613 1.1288 0.2872
O 0.8385 2.4466 1.0440 -0.6249
H -0.8273 1.4922 -1.4931 0.2978
H -1.4244 0.7176 -0.3309 0.2468
O -1.2280 1.6187 -0.6272 -0.5898
H 5.1475 1.1736 -0.4742 0.3226
H 5.4900 -0.2315 0.0426 0.3198
O 5.3973 0.2896 -0.7594 -0.6426
```